(1)
The following is a DFT calculation (the ωB97M-V functional and the def2-TZVPD basis) of an isolated ion of composition C21H30NO4 and charge +1.

## Properties
Largest force on an atom, hartree/bohr: 0.0158
Orbital gap, eV: 8.55
Charge: +1
Spin multiplicity: 1
ΔE to the lowest compared entry with this formula, charge and spin, eV: 0.952

```
56
Properties=species:S:1:pos:R:3:forces:R:3:mulliken_charge:R:1
C -3.6139 -1.7885 -1.1622 -0.2 0.0 -0.2 -1.018
H -3.6010 -0.8585 -1.7378 0.0 0.0 0.0 0.280
H -4.5897 -1.9120 -0.6954 0.0 0.0 -0.1 0.275
H -3.4212 -2.6366 -1.8257 0.0 0.0 0.0 0.393
O -2.6934 -1.7486 -0.0953 0.3 0.1 0.3 -0.377
C -1.3645 -1.7038 -0.3706 0.0 -0.1 0.0 1.157
C -0.8541 -1.5599 -1.6553 -0.1 0.0 0.1 -0.270
C 0.5069 -1.5523 -1.9094 0.1 0.0 0.0 -1.241
C 1.4088 -1.7154 -0.8737 0.0 -0.1 0.0 1.334
C 0.9101 -1.8329 0.4193 -0.3 -0.2 -0.2 -0.569
C -0.4534 -1.8262 0.7021 0.1 0.0 0.0 -0.223
O -0.7296 -1.9477 2.0190 0.3 0.1 -0.3 -0.473
C -2.0528 -2.1143 2.5001 -0.5 -0.1 0.3 -0.744
H -2.5217 -3.0028 2.0758 0.0 0.0 0.0 0.313
H -2.6660 -1.2369 2.2958 0.1 -0.1 0.0 0.186
H -1.9412 -2.2426 3.5760 0.0 0.0 -0.1 0.292
H 1.5581 -2.0288 1.2616 0.1 0.0 0.2 0.326
C 2.8942 -1.7592 -1.1228 -0.2 0.1 0.1 -1.523
C 3.5346 -0.3849 -0.9096 0.1 -0.4 -0.7 -0.485
H 3.1277 0.3040 -1.6501 0.0 0.0 0.1 0.400
H 4.6186 -0.4343 -1.0305 0.0 0.1 0.1 0.413
N 3.2300 0.1568 0.4371 -0.3 0.0 0.1 1.082
C 4.0244 -0.5033 1.4837 0.3 -0.4 0.5 -0.941
H 5.0721 -0.2237 1.3803 -0.1 0.1 -0.1 0.387
H 3.6721 -0.2031 2.4685 -0.1 0.1 -0.1 0.348
H 3.9403 -1.5839 1.4022 0.0 0.0 -0.1 0.370
H 2.2194 -0.0531 0.6014 0.3 0.1 0.0 -0.892
C 3.3904 1.6305 0.5039 -0.1 0.8 -0.1 -0.743
H 3.4170 1.9201 1.5549 0.1 -0.2 0.0 0.493
C 2.2445 2.3603 -0.1913 0.0 -0.1 0.1 -1.305
C 0.8757 1.9047 0.2577 0.0 0.0 0.0 0.422
C -0.1533 1.8473 -0.6747 0.0 0.0 0.0 -0.437
C -1.4590 1.5395 -0.3195 -0.1 0.0 0.1 0.874
C -1.7520 1.2844 1.0376 0.2 0.1 0.0 0.183
C -0.7051 1.2968 1.9531 -0.3 0.0 -0.1 -0.834
C 0.5891 1.6018 1.5807 0.0 0.1 -0.1 -0.114
H 1.3467 1.6504 2.3478 0.1 0.0 0.1 0.361
H -0.9434 1.0826 2.9820 -0.1 0.0 0.1 0.466
O -2.9648 0.9931 1.5637 0.3 -0.2 0.0 -0.404
C -4.1582 1.3896 0.9158 -0.5 0.1 -0.1 -0.771
H -4.9431 1.2486 1.6581 0.0 0.0 -0.1 0.312
H -4.3685 0.7747 0.0407 0.0 0.1 0.1 0.161
H -4.1204 2.4408 0.6232 0.0 0.0 0.0 0.331
O -2.4752 1.4528 -1.2249 0.1 -0.2 0.5 -0.359
C -2.2500 1.8725 -2.5512 0.0 0.1 -0.3 -1.084
H -1.8987 2.9072 -2.5907 0.0 0.0 0.0 0.441
H -3.2176 1.8056 -3.0463 0.1 0.0 0.0 0.271
H -1.5353 1.2208 -3.0640 0.0 0.0 0.0 0.345
H 0.0760 2.0652 -1.7055 0.0 0.0 -0.2 0.406
H 2.3200 2.2615 -1.2753 0.0 0.0 0.0 0.424
H 2.3553 3.4250 0.0321 0.1 0.0 -0.1 0.497
H 4.3483 1.8982 0.0528 0.0 -0.1 0.1 0.378
H 3.3580 -2.5066 -0.4782 0.1 0.0 0.0 0.352
H 3.0854 -2.0568 -2.1537 0.1 0.0 0.0 0.521
H 0.8557 -1.4532 -2.9258 0.0 0.0 -0.2 0.439
H -1.5320 -1.4647 -2.4874 -0.1 0.0 -0.1 0.575
```
Positions in Å, forces in eV/Å.

=====

(2)
The following is a DFT calculation (the ωB97M-V functional and the def2-TZVPD basis) of a 6-piece molecular cluster, C21H30O18 overall in a non-equilibrium geometry.

## Properties
Largest force on an atom, hartree/bohr: 0.1232
Orbital gap (alpha / beta), eV: 1.94 / 10.49
Charge: -1
Spin multiplicity: 2

```
69
Properties=species:S:1:pos:R:3:forces:R:3:mulliken_charge:R:1
C -19.4779 -5.3403 -2.6078 -0.1 -0.4 0.0 -0.997
C -19.6802 -6.1880 -1.3230 -0.2 0.8 -1.4 -0.465
O -18.9174 -5.4814 -0.2985 -0.5 -1.5 -1.4 -0.255
C -18.5492 -4.3109 -0.8223 0.1 4.7 4.3 0.573
O -18.2199 -3.3667 -0.0242 -0.6 -3.7 -4.0 -0.596
O -18.8160 -4.1940 -2.1229 0.8 0.8 0.5 0.142
H -20.4273 -5.0354 -3.0481 0.0 0.1 0.1 0.547
H -18.9039 -5.7926 -3.4165 0.2 -0.2 0.3 -0.444
H -19.3811 -7.2126 -1.5442 0.1 0.0 0.8 0.581
H -20.7522 -6.0717 -1.1639 0.1 -0.5 0.9 0.259
C -18.5913 0.9274 -9.1226 -0.4 1.5 -1.8 -0.786
C -19.8766 0.1722 -8.9062 0.1 1.9 -0.8 -0.525
O -19.5099 -0.6010 -7.8336 -1.4 -3.3 1.4 0.575
C -18.2851 -0.3829 -7.3664 1.3 -1.9 2.8 -0.482
O -17.7320 -1.0102 -6.4474 -1.8 2.2 -3.0 -0.130
O -17.8154 0.6625 -8.0149 2.3 0.6 0.8 -0.033
H -18.7554 2.0021 -9.2014 0.2 0.0 0.0 0.377
H -18.1093 0.5736 -10.0340 0.3 0.0 0.1 0.407
H -20.1255 -0.2916 -9.8606 -0.3 -0.9 0.5 0.414
H -20.6871 0.8355 -8.6040 -0.2 -0.1 -0.1 0.119
C -15.1701 5.4207 0.6429 0.7 0.2 0.2 -0.014
C -14.2409 4.7145 1.6299 1.3 -0.3 -0.4 -0.243
O -12.9454 5.3640 1.4678 -0.6 1.6 -0.6 -0.349
C -13.0860 6.4085 0.5731 3.0 1.0 -0.8 0.677
O -12.2190 7.2090 0.2171 -1.5 -2.2 1.6 -0.586
O -14.2606 6.4249 -0.0065 -2.9 -1.4 0.7 -0.321
H -15.9864 5.8731 1.2061 0.2 0.7 -0.4 0.234
H -15.6149 4.7217 -0.0654 0.4 0.3 -0.4 0.127
H -14.0241 3.6795 1.3656 -0.5 -0.1 0.1 0.222
H -14.5404 4.7914 2.6752 0.0 0.1 -0.1 0.257
C -18.4050 -0.9436 -3.0489 1.3 -0.2 -1.7 -1.038
C -17.3299 0.1259 -3.3938 -1.2 -0.9 -1.0 0.770
C -17.8011 1.5500 -3.7797 -1.2 -0.8 -1.0 0.155
O -17.5541 2.2791 -2.6512 1.4 1.2 2.9 -0.399
C -16.7412 1.5883 -1.7951 2.1 0.6 0.1 0.493
O -16.0727 2.1160 -0.9172 -1.8 -1.1 -1.2 -0.593
O -16.6282 0.2990 -2.2199 0.9 2.6 3.1 -0.425
H -18.9577 -1.1712 -3.9604 -0.4 0.1 0.1 0.394
H -19.0259 -0.7523 -2.1737 0.1 0.5 -0.2 0.402
H -17.8419 -1.8569 -2.8570 -0.1 0.0 0.2 0.091
H -16.5002 -0.1571 -4.0415 -0.9 -0.8 -0.8 0.175
H -18.8675 1.7288 -3.9175 -0.2 -0.9 -0.5 -0.114
H -17.3026 1.9921 -4.6423 0.3 -0.2 0.0 0.214
C -15.8520 -6.3798 -6.3678 1.6 -2.5 -0.9 -1.761
C -16.1333 -4.9453 -6.5865 -1.6 -1.3 0.4 0.666
C -17.4185 -4.7475 -5.8144 -1.9 1.5 0.6 -1.292
O -17.1720 -3.5893 -5.0186 1.1 1.2 0.2 0.676
C -15.8504 -3.2972 -5.1048 0.5 3.1 2.7 0.869
O -15.2220 -2.4550 -4.4515 -2.1 -1.9 -1.4 -0.566
O -15.2653 -4.0378 -5.9969 2.0 -0.7 -0.8 -0.342
H -16.6240 -7.0063 -6.8145 -0.4 0.4 -0.5 0.565
H -15.8183 -6.8491 -5.3846 0.1 1.1 0.5 0.391
H -14.9452 -6.7191 -6.8684 0.3 0.1 -0.1 0.385
H -16.1666 -4.7093 -7.6502 -0.4 0.0 0.0 0.302
H -17.7547 -5.4337 -5.0370 0.7 -1.0 -0.6 -0.650
H -18.3218 -4.5899 -6.4038 0.1 0.3 -0.4 0.570
C -22.5072 -0.1057 -3.5747 0.5 -0.4 -1.4 -1.785
C -22.0312 0.8594 -4.7054 -0.6 -1.5 0.8 1.534
C -22.5546 0.5153 -6.1289 0.7 -2.0 1.0 -0.235
O -23.3240 1.5884 -6.5746 0.3 1.8 0.4 -0.164
C -23.3453 2.4883 -5.5736 -2.1 4.0 0.4 0.448
O -23.9328 3.5896 -5.6016 1.9 -3.7 -0.2 -0.596
O -22.6794 2.0531 -4.4921 -1.3 2.7 0.0 -0.397
H -22.3249 -1.1390 -3.8699 0.6 -0.1 0.0 0.464
H -23.5943 -0.1262 -3.4984 0.0 0.7 0.3 0.484
H -21.9801 0.1047 -2.6440 -0.3 0.0 0.0 0.317
H -20.9792 1.1015 -4.5542 0.2 -0.6 -0.6 -0.616
H -23.3039 -0.2650 -5.9957 0.6 -0.7 -0.4 0.329
H -21.7175 0.2883 -6.7889 -0.5 -0.2 -0.2 -0.002
```
Positions in Å, forces in eV/Å.

=====

(3)
The following is a DFT calculation (the ωB97M-V functional and the def2-TZVPD basis) of C21H31AsClO6PPtS4 as an isolated structure.

## Properties
Largest force on an atom, hartree/bohr: 0.0115
Orbital gap (alpha / beta), eV: 5.81 / 6.13
Charge: -2
Spin multiplicity: 5
ΔE to the lowest compared entry with this formula, charge and spin, eV: 0.000

```
66
Properties=species:S:1:pos:R:3:forces:R:3:mulliken_charge:R:1
Pt -0.5985 1.0406 0.3813 -0.5 0.1 -0.3 1.523
S -2.9238 3.1749 4.5941 -0.1 0.3 0.0 -0.479
As -2.2659 1.5080 3.4006 0.0 -0.1 -0.1 0.439
S -3.0260 0.5666 0.7253 0.0 0.0 -0.1 -0.552
S -0.2570 1.8298 2.5342 0.1 0.0 0.0 -0.449
S -2.2377 0.5048 5.3155 0.1 -0.2 0.1 -0.464
Cl 4.3235 -0.3699 -4.8186 -0.1 0.0 0.0 -0.318
C 3.3238 0.4150 -3.5965 0.1 0.0 0.0 0.378
C 3.9487 1.1712 -2.5827 0.1 -0.1 -0.1 -0.533
C 3.2070 1.7895 -1.6243 -0.1 0.0 0.0 -0.570
C 1.7660 1.7165 -1.5997 0.1 0.0 0.0 0.442
O 1.0983 2.3444 -0.7311 0.0 -0.3 0.2 -0.933
C 1.1743 0.9218 -2.6391 -0.1 -0.2 -0.1 1.243
C -0.2434 0.7005 -2.7249 0.1 0.1 0.0 -0.299
O -1.1202 1.1278 -1.9793 0.0 -0.2 0.1 -0.605
C 1.9689 0.2896 -3.6155 0.0 0.0 0.0 -0.957
H 5.0306 1.2333 -2.5666 0.0 0.0 0.0 0.357
H 3.6760 2.3396 -0.8198 0.0 0.0 0.0 0.397
H -0.5506 0.0737 -3.5889 0.0 0.0 0.0 0.201
H 1.4856 -0.3056 -4.3828 0.0 0.0 0.0 0.281
C -2.6597 4.8562 -1.6323 0.0 0.0 0.0 -1.511
C -3.5282 4.7177 -0.3736 0.0 -0.1 0.0 2.281
C -4.9174 5.3125 -0.6251 0.0 0.0 0.0 -1.742
C -2.8518 5.4495 0.7939 0.0 0.0 0.0 -1.526
C -3.6176 3.2903 -0.0295 -0.1 0.1 0.0 -0.534
C -3.4702 2.1334 0.2841 0.2 -0.2 0.0 -0.018
H -2.4583 5.9132 -1.8319 0.0 0.0 0.0 0.392
H -3.1665 4.4277 -2.4986 0.0 0.0 0.0 0.368
H -1.7121 4.3324 -1.5049 0.0 0.0 0.0 0.249
H -4.8340 6.3777 -0.8578 0.0 0.0 0.0 0.377
H -5.5490 5.1971 0.2564 0.0 0.0 0.0 0.385
H -5.4049 4.8107 -1.4623 0.0 0.0 0.0 0.381
H -2.7645 6.5149 0.5608 0.0 0.0 0.0 0.415
H -1.8564 5.0426 0.9735 0.0 0.0 0.0 0.297
H -3.4266 5.3291 1.7131 0.0 0.0 0.0 0.330
C 1.3321 -4.0194 2.9192 0.0 0.0 0.0 -1.651
C 1.1702 -2.5048 2.9795 -0.1 0.1 -0.1 1.835
C 0.2750 -2.0944 4.1418 0.0 -0.1 0.0 -1.518
C 2.5292 -1.8279 3.0984 0.1 0.0 0.1 -1.781
O 0.4355 -2.1040 1.8087 0.0 -0.1 0.1 -0.282
P 1.0046 -1.5184 0.4250 0.2 0.1 -0.1 1.572
O 2.0800 -0.5231 0.6136 0.0 -0.1 -0.1 -0.777
O -0.2564 -1.1331 -0.3350 0.3 0.3 0.1 -1.239
O 1.6836 -2.8287 -0.2693 -0.3 0.0 -0.2 -0.667
C 1.0582 -3.7259 -1.2096 0.0 0.1 0.2 1.761
C -0.2882 -4.2282 -0.6939 0.0 0.0 -0.1 -1.513
C 2.0429 -4.8818 -1.3195 0.0 -0.1 0.0 -1.799
C 0.9063 -3.0426 -2.5648 0.1 0.0 0.1 -1.410
H 1.8072 -4.3861 3.8326 0.0 0.0 0.0 0.446
H 1.9488 -4.3015 2.0647 0.0 0.0 0.0 0.222
H 0.3544 -4.4932 2.8180 0.0 0.0 0.0 0.305
H 0.7036 -2.4223 5.0925 0.0 0.0 0.0 0.377
H -0.7146 -2.5384 4.0276 0.0 0.0 0.0 0.376
H 0.1483 -1.0119 4.1580 0.0 0.0 0.0 0.208
H 2.9952 -2.1667 4.0288 0.0 0.0 0.0 0.518
H 2.4207 -0.7458 3.1150 0.0 0.0 0.0 0.332
H 3.1834 -2.0779 2.2639 0.0 0.0 0.0 0.322
H -0.1590 -4.8133 0.2177 0.0 0.0 0.0 0.259
H -0.7548 -4.8636 -1.4521 0.0 0.0 0.0 0.496
H -0.9559 -3.3948 -0.4851 0.0 0.1 0.0 0.233
H 2.2007 -5.3324 -0.3382 0.0 0.0 0.0 0.376
H 3.0018 -4.5217 -1.6943 0.0 0.0 0.0 0.388
H 1.6629 -5.6474 -1.9997 0.0 0.0 0.0 0.379
H 0.1842 -2.2336 -2.4987 -0.1 0.1 0.0 0.108
H 0.5722 -3.7665 -3.3144 0.0 0.0 0.0 0.536
H 1.8656 -2.6275 -2.8774 0.0 0.0 0.0 0.340
```
Positions in Å, forces in eV/Å.

=====

(4)
The following is a DFT calculation (the ωB97M-V functional and the def2-TZVPD basis) of C21H31AsNNiPS4 as an isolated structure in a non-equilibrium geometry.

## Properties
Largest force on an atom, hartree/bohr: 0.0280
Orbital gap (alpha / beta), eV: 5.29 / 5.27
Charge: -2
Spin multiplicity: 1
ΔE to the lowest compared entry with this formula, charge and spin, eV: 1.060

```
60
Properties=species:S:1:pos:R:3:forces:R:3:mulliken_charge:R:1
Ni -0.8653 1.6592 -0.3013 -1.3 -0.2 0.5 -0.258
N 1.6479 1.9870 -0.4364 0.8 0.1 -0.4 -0.015
C 2.5733 1.6085 0.5286 -0.1 0.0 -0.2 0.989
C 3.9078 1.4734 0.1204 0.0 0.0 0.0 -0.850
C 4.9225 1.1713 1.0043 0.0 0.0 -0.1 -0.570
C 4.6012 1.0238 2.3431 0.1 0.0 0.1 -0.882
C 3.2779 1.1138 2.7372 -0.2 0.0 0.0 -0.929
C 2.1993 1.3350 1.8656 0.1 -0.1 0.0 0.315
C 0.7794 1.2724 2.3815 0.0 0.1 -0.1 2.307
C 0.6214 0.8857 3.7317 -0.1 0.0 0.0 -1.230
C -0.6103 0.8212 4.3468 0.0 0.0 0.0 -0.785
C -1.7453 1.1742 3.6224 -0.1 0.0 0.1 -0.771
C -1.6135 1.5098 2.2962 0.0 0.2 -0.3 -0.156
C -0.3802 1.5262 1.6049 0.4 -0.3 0.0 0.069
H 1.0105 2.7122 -0.1369 -0.4 0.2 0.1 -0.174
H 2.0896 2.3094 -1.2910 0.0 -0.1 0.1 0.286
H 4.1267 1.6534 -0.9271 0.0 0.0 0.0 0.302
H 5.9448 1.0888 0.6544 0.0 0.0 0.0 0.351
H 5.3692 0.8401 3.0854 0.0 0.0 0.0 0.354
H 3.0796 1.0020 3.7908 0.1 0.0 0.0 0.270
H 1.4681 0.5893 4.3334 0.0 0.0 0.0 0.123
H -0.6826 0.5070 5.3826 0.0 0.0 0.0 0.345
H -2.7257 1.1785 4.0868 0.0 0.0 0.0 0.349
H -2.5024 1.7983 1.7375 0.0 -0.1 0.0 0.407
S -4.3925 4.5610 -0.1997 -0.2 0.1 0.0 -0.653
As -2.6981 4.1283 -1.3788 0.5 -0.5 0.4 0.400
S -2.6186 1.9285 -1.7871 0.4 0.1 -0.1 -0.496
S -0.9168 3.8909 -0.0092 -0.2 0.1 -0.1 -0.385
S -2.2973 5.3376 -3.0579 0.0 0.0 -0.1 -0.648
C -0.3366 -3.4143 -0.1181 0.1 0.0 -0.1 -1.920
C -0.1421 -1.9535 0.3045 0.1 -0.1 -0.2 0.833
C -0.7535 -1.8016 1.6934 -0.1 0.0 0.1 -1.079
P -0.6943 -0.6310 -0.8988 0.1 0.3 0.2 0.315
C -2.2032 -1.2584 -1.7644 0.0 0.0 -0.1 0.891
C -2.1303 -2.4336 -2.7412 0.0 0.0 0.0 -1.514
C -3.3365 -1.4548 -0.7593 -0.1 0.0 0.0 -1.726
C 0.6801 -0.6062 -2.1423 0.1 -0.1 0.0 1.300
C 0.2727 0.2636 -3.3296 0.0 0.1 -0.1 -1.756
C 1.3321 -1.9062 -2.6141 0.0 0.0 0.0 -1.683
H 0.1560 -4.0658 0.6111 0.0 0.0 0.0 0.494
H 0.0597 -3.6537 -1.1016 0.0 0.0 0.0 0.324
H -1.3956 -3.6740 -0.1130 0.0 0.0 0.0 0.269
H 0.9366 -1.7558 0.3792 0.0 0.0 0.1 0.601
H -1.8320 -1.9641 1.6606 0.0 0.0 0.0 0.171
H -0.5819 -0.8249 2.1267 0.0 0.0 0.0 -0.003
H -0.3230 -2.5568 2.3584 0.0 0.0 0.0 0.541
H -2.4765 -0.3769 -2.3563 0.0 0.0 0.0 0.164
H -1.8585 -3.3760 -2.2697 0.0 0.0 0.0 0.175
H -1.4333 -2.2486 -3.5569 0.0 0.0 0.0 0.270
H -3.1182 -2.5690 -3.1933 0.0 0.0 0.0 0.493
H -3.2480 -2.4140 -0.2429 0.0 0.0 0.1 0.256
H -4.2940 -1.4346 -1.2854 0.0 -0.1 0.0 0.514
H -3.3661 -0.6497 -0.0245 0.0 0.0 0.0 0.236
H 1.4431 -0.0613 -1.5778 -0.1 0.0 0.0 -0.387
H -0.3458 -0.3012 -4.0317 0.0 0.0 0.0 0.254
H 1.1656 0.5905 -3.8713 0.0 0.0 0.0 0.454
H -0.3020 1.1429 -3.0261 0.1 0.0 0.0 0.391
H 0.6367 -2.5696 -3.1268 -0.1 0.0 0.0 0.217
H 1.7867 -2.4643 -1.7950 0.0 0.0 0.0 0.346
H 2.1314 -1.6638 -3.3218 0.0 0.0 0.0 0.498
```
Positions in Å, forces in eV/Å.